(1)
Density functional theory data (wB97M-V/def2-TZVPD) for a 2-piece molecular cluster, C5H11S overall.

Structure (XYZ):
```
17
Properties=species:S:1:pos:R:3:forces:R:3:mulliken_spin:R:1
C 2.417 -0.367 2.987 -0.1 0.5 0.1 0.00
C 1.217 0.095 3.312 0.2 -0.2 -0.1 0.00
H 2.743 -1.389 3.110 -0.2 -0.1 -0.1 0.00
H 3.145 0.341 2.607 0.2 -0.1 0.0 0.00
H 0.410 -0.534 3.663 0.1 0.0 0.1 0.00
H 1.009 1.153 3.207 -0.1 0.0 0.0 0.00
C 0.931 -0.133 -0.428 -0.4 -0.1 0.3 0.01
C -0.296 0.751 -0.222 0.1 0.4 -0.5 0.00
C -1.585 0.139 -0.771 0.4 -0.2 0.5 -0.04
S -1.573 -0.193 -2.526 -0.2 0.0 0.0 0.98
H 0.747 -1.134 -0.025 0.1 0.0 0.0 0.00
H 1.787 0.280 0.098 0.1 0.0 -0.1 0.00
H 1.144 -0.224 -1.490 0.1 0.0 0.0 -0.01
H -0.443 1.003 0.831 0.0 -0.1 0.1 0.00
H -0.118 1.693 -0.755 -0.1 0.0 0.2 0.00
H -2.454 0.751 -0.521 -0.1 0.0 -0.2 0.03
H -1.750 -0.819 -0.257 -0.1 0.0 -0.2 0.04
```
Positions in Å, forces in eV/Å.

Values from the calculation:
E_LUMO (spin up / spin down) (eV): 1.1 / -1.8
HOMO energy (spin up / spin down) (hartree): -0.338 / -0.323
2S+1: 2
HOMO-LUMO gap (spin up / spin down) (Eh): 0.37768 / 0.25764
<S²>: 0.753

=====

(2)
Density functional theory data (wB97M-V/def2-TZVPD) for one molecule with the formula C5H12.

Structure (XYZ):
```
17
Properties=species:S:1:pos:R:3:forces:R:3:lowdin_charge:R:1
C 2.160 -0.587 -0.095 -1.1 -2.2 -2.0 -0.13
C 1.358 0.751 0.101 -0.4 -3.6 3.1 -0.28
C -0.177 0.820 -0.005 2.8 -2.6 -2.7 -0.29
C -0.921 -0.319 0.656 -1.2 -2.3 -2.5 -0.26
C -2.174 -0.148 -0.261 -7.6 -0.4 2.3 -0.25
H 3.274 -0.622 -0.088 -0.7 0.8 1.4 0.05
H 2.189 -0.979 -1.188 -1.2 0.5 1.3 0.07
H 1.661 -1.474 0.567 1.5 2.2 -1.5 0.11
H 1.612 1.613 -0.374 2.0 2.1 -1.4 0.06
H 1.423 0.827 1.190 0.8 1.0 0.2 0.09
H -0.396 0.437 -1.131 0.7 2.5 2.1 0.14
H -0.279 1.875 0.274 -1.5 -0.4 -0.3 0.12
H -0.638 -1.292 -0.055 0.5 1.8 3.0 0.15
H -0.944 -0.537 1.813 -0.2 0.7 -2.5 0.14
H -3.281 -0.742 0.001 3.4 0.1 -0.4 0.11
H -1.973 -0.426 -1.326 -0.4 0.7 1.1 0.06
H -2.896 0.803 -0.079 2.7 -1.0 -1.0 0.10
```
Positions in Å, forces in eV/Å.

Values from the calculation:
E_LUMO (eV): 1.1
HOMO energy (hartree): -0.359
2S+1: 1
HOMO-LUMO gap (Eh): 0.40013
SMILES: CCCCC

=====

(3)
Density functional theory data (wB97M-V/def2-TZVPD) for a 2-piece molecular cluster, C5H12 overall.

Structure (XYZ):
```
17
Properties=species:S:1:pos:R:3:forces:R:3:lowdin_charge:R:1
C -0.003 -1.718 -0.213 0.3 1.1 2.5 -0.24
C -0.407 -0.856 0.918 -0.3 -1.5 0.3 -0.02
C 0.394 1.825 0.363 0.1 -2.0 0.2 -0.20
C 1.548 2.142 -0.580 -0.3 0.7 -0.1 -0.19
C -1.569 -1.674 -0.314 -0.9 0.3 -2.2 -0.15
H 0.491 -1.109 -0.965 -0.3 -0.3 -0.5 0.10
H 0.502 -2.656 0.000 -0.4 -0.3 -0.3 0.10
H -0.659 -1.428 1.824 0.6 -0.4 0.0 0.04
H 0.230 0.674 0.527 0.5 2.4 -0.3 -0.01
H 0.504 2.220 1.374 0.1 0.2 -0.1 0.06
H -0.591 2.093 -0.024 0.1 0.4 -0.1 0.06
H 1.220 2.030 -1.616 0.1 -0.1 0.0 0.05
H 1.861 3.187 -0.479 0.1 0.0 -0.1 0.05
H 2.441 1.533 -0.437 -0.1 -0.1 0.1 0.05
H -2.220 -1.839 0.546 0.4 -0.1 0.3 0.10
H -1.836 -0.723 -0.772 -0.2 -0.1 0.0 0.09
H -1.891 -2.416 -1.053 0.3 -0.3 0.2 0.11
```
Positions in Å, forces in eV/Å.

Values from the calculation:
E_LUMO (eV): 0.7
HOMO energy (hartree): -0.275
2S+1: 1
HOMO-LUMO gap (Eh): 0.29918

=====

(4)
Density functional theory data (wB97M-V/def2-TZVPD) for a 2-piece molecular cluster, C5H12B2BrNO4 overall.

Structure (XYZ):
```
25
Properties=species:S:1:pos:R:3:forces:R:3:lowdin_charge:R:1
O 1.474 -1.776 -3.932 -0.8 2.3 8.7 -0.11
C 1.311 -1.366 -2.656 -0.4 -0.8 -8.3 -0.62
Br 2.366 -2.327 -1.243 -1.1 1.0 -0.9 0.64
C 0.251 -0.140 -2.400 1.5 0.8 0.8 -0.13
B -1.103 -0.746 -1.690 1.1 0.1 -0.5 -0.01
B -2.303 -1.605 -2.461 -1.9 -1.8 -1.6 -0.37
O -2.323 -3.101 -2.548 1.5 3.6 0.4 0.04
O -3.412 -0.767 -3.039 1.2 -1.5 3.3 0.01
H 0.725 0.642 -1.645 -0.8 -1.9 -1.4 0.10
H 0.051 0.466 -3.398 0.5 -1.9 1.7 0.14
H -1.238 -0.594 -0.521 0.1 0.2 0.1 0.06
H -1.398 -3.372 -2.269 -1.7 0.2 -0.5 0.10
H -3.815 -0.343 -2.205 0.8 -0.6 -2.0 0.12
C 0.210 1.753 3.855 -0.4 0.2 0.0 -0.08
N -0.062 1.809 2.438 0.3 -0.3 -0.7 0.00
C 0.647 1.248 1.418 -0.5 0.3 -0.4 -0.52
C 1.881 0.460 1.761 0.2 -0.1 -0.2 -0.01
O 0.269 1.396 0.258 0.2 0.1 0.5 0.00
H -0.652 1.297 4.348 0.2 0.0 0.3 0.08
H 0.330 2.777 4.217 0.1 -0.2 0.3 0.08
H 1.109 1.178 4.084 -0.2 0.1 -0.1 0.08
H -0.878 2.322 2.125 0.2 -0.1 0.1 0.15
H 2.336 0.077 0.842 -0.2 0.1 0.2 0.05
H 2.608 1.103 2.264 0.0 -0.2 0.1 0.09
H 1.618 -0.390 2.396 0.2 0.1 0.1 0.09
```
Positions in Å, forces in eV/Å.

Values from the calculation:
E_LUMO (eV): -0.6
HOMO energy (hartree): -0.363
2S+1: 1
HOMO-LUMO gap (Eh): 0.34274
SMILES: O=C(Br)CBB(O)O.CNC(C)=O

=====

(5)
Density functional theory data (wB97M-V/def2-TZVPD) for C5H12BBr4Na6O3 as an isolated structure.

Structure (XYZ):
```
31
Properties=species:S:1:pos:R:3:forces:R:3:mulliken_spin:R:1
Na -1.395 2.130 3.070 1.0 -0.1 0.0 0.00
Na -0.311 3.654 -1.294 1.3 -0.1 -0.1 0.00
Na -3.823 0.875 1.169 0.0 -1.2 -0.3 0.00
Na -3.058 4.212 0.547 0.2 0.7 0.0 0.00
Na -0.065 -1.170 -0.443 0.1 -0.3 -0.6 0.00
Na -1.375 0.818 -2.917 0.1 -1.1 -0.4 0.00
C -0.838 1.403 0.367 0.4 -2.3 0.5 0.00
O -0.452 1.211 -0.785 0.6 -0.9 -2.6 0.00
O -1.014 2.569 0.735 -2.6 6.7 1.7 0.00
O -1.039 0.517 1.260 -0.9 -1.6 0.6 0.00
B -1.526 -1.648 -2.601 0.1 -0.3 -0.2 0.00
H -1.856 -2.672 -2.511 -0.7 -3.7 0.1 0.00
H -1.846 -1.205 -1.671 -1.8 2.4 4.3 0.00
H -0.466 -1.457 -2.664 4.4 0.5 -0.4 0.00
H -2.050 -1.177 -3.418 -2.0 1.9 -3.2 0.00
Br 3.180 -0.990 -2.315 -0.2 0.1 0.2 0.00
C 3.417 0.897 -1.884 -1.3 0.1 -1.5 0.00
C 2.483 1.725 -2.808 0.5 0.2 0.7 0.00
Br 2.797 3.582 -2.188 -0.6 0.2 -0.2 0.00
H 4.448 1.152 -2.130 -0.1 0.0 0.6 0.00
H 3.051 1.063 -0.871 0.8 -0.1 0.0 0.00
H 1.421 1.569 -2.617 0.2 -0.4 0.1 0.00
H 2.660 1.703 -3.884 0.3 -0.1 0.2 0.00
Br -0.085 -1.458 5.936 0.2 -0.6 -0.1 0.96
C -0.314 -2.695 4.382 -0.3 0.4 -0.6 -0.05
C -0.323 -1.963 3.042 0.5 0.4 0.6 0.02
Br -0.104 -3.301 1.722 0.0 -0.9 -0.7 0.01
H -1.304 -3.094 4.603 -0.1 -0.4 0.3 0.05
H 0.460 -3.460 4.434 0.1 0.0 0.5 0.01
H 0.572 -1.347 2.949 -0.3 0.3 0.1 0.00
H -1.246 -1.443 2.786 0.3 0.1 0.5 0.00
```
Positions in Å, forces in eV/Å.

Values from the calculation:
Charge: +4
E_LUMO (spin up / spin down) (eV): -14.5 / -16.7
HOMO energy (spin up / spin down) (hartree): -0.695 / -0.695
2S+1: 2
HOMO-LUMO gap (spin up / spin down) (Eh): 0.16247 / 0.08115
<S²>: 0.753

=====

(6)
Density functional theory data (wB97M-V/def2-TZVPD) for C5H12Br3O4P as an isolated structure.

Structure (XYZ):
```
25
Properties=species:S:1:pos:R:3:forces:R:3:lowdin_charge:R:1
C -2.350 -0.783 1.595 0.1 0.1 0.1 -0.10
C -0.934 -0.970 2.152 -0.1 -0.1 0.0 -0.25
C 0.010 -1.669 1.166 -0.1 0.0 0.0 -0.16
C 0.735 -0.744 0.164 -0.2 -0.3 -0.1 -0.22
O 0.298 0.621 0.288 0.5 0.1 0.2 -0.21
P 1.259 1.852 0.538 -0.3 -0.2 -0.3 0.31
O 0.657 2.965 1.252 -0.1 0.0 0.0 -0.22
O 1.731 2.176 -0.965 0.0 0.2 0.2 -0.12
O 2.575 1.328 1.264 -0.1 -0.1 0.1 -0.09
H -2.980 -1.644 1.820 0.0 -0.1 -0.1 0.07
H -2.333 -0.641 0.514 0.0 0.0 0.0 0.04
H -2.830 0.095 2.027 0.0 0.0 0.0 0.07
H -0.977 -1.570 3.063 0.0 0.0 0.0 0.10
H -0.532 -0.003 2.445 0.1 0.0 0.0 0.10
H -0.566 -2.394 0.586 0.0 -0.1 0.1 0.11
H 0.755 -2.242 1.719 0.1 0.0 0.0 0.11
H 1.812 -0.830 0.297 0.1 0.2 0.1 0.10
H 0.527 -1.056 -0.857 0.0 0.1 0.0 0.04
H 2.002 3.105 -1.010 0.0 -0.1 -0.1 0.09
H 3.130 0.733 0.750 0.0 0.0 -0.1 0.08
C -0.374 0.448 -3.711 0.0 0.0 0.1 -1.64
Br -1.630 -0.439 -2.559 -0.1 0.0 -0.1 0.63
Br 1.277 -0.534 -3.837 0.0 0.0 0.0 0.59
Br -1.122 0.794 -5.445 0.0 0.0 0.0 0.59
H -0.143 1.401 -3.257 0.0 0.0 0.0 -0.03
```
Positions in Å, forces in eV/Å.

Values from the calculation:
E_LUMO (eV): -0.1
HOMO energy (hartree): -0.384
2S+1: 1
HOMO-LUMO gap (Eh): 0.38132

=====

The calculation returns the following largest force on an atom values, one per record and in order: 0.680; 7.945; 2.779; 9.008; 7.433; 0.543 eV/A.